# 1
{
  "formula": "C4H8N2O2",
  "method": "the ωB97M-V functional and the def2-TZVPD basis",
  "e_homo_ev": -9.7132,
  "lumo_ev": 0.87,
  "max_force_ev_per_a": 3.30,
  "smiles": "NC(=O)N1C[C@H]1CO",
  "relative_energy_kcal_mol": 53.7,
  "homo_lumo_gap_ev": 10.586,
  "elements": ["N", "C", "O", "N", "C", "C", "C", "O", "H", "H", "H", "H", "H", "H", "H", "H"],
  "coordinates": [[1.9252, -1.5579, -0.2349], [1.6754, -0.2294, 0.0388], [2.5274, 0.3902, 0.6217], [0.4723, 0.2724, -0.4253], [0.0496, 1.6870, -0.3024], [-0.5976, 0.5753, 0.4317], [-2.0092, 0.0230, 0.0818], [-2.0928, -1.4030, 0.2535], [2.8592, -1.7769, 0.2062], [1.6169, -2.0892, -0.9929], [0.7149, 2.4245, 0.1276], [-0.5181, 2.0097, -1.1725], [-0.3251, 0.5018, 1.4920], [-2.3453, 0.4071, -0.8661], [-2.6906, 0.5352, 0.7686], [-1.2621, -1.7697, -0.0277]]
}

# 2
{
  "formula": "C20H57N21O12P2",
  "method": "the ωB97M-V functional and the def2-TZVPD basis",
  "e_homo_ev": -6.9705,
  "lumo_ev": 0.23,
  "max_force_ev_per_a": 3.28,
  "smiles": "CP(C)[PH](O)(C[C@@H]1CO1)c1cccnc1.NC(N)=O.NC(N)=O.NC(N)=O.NC(N)=O.NC(N)=O.NC(N)=O.NC(N)=O.NC(N)=O.NC(N)=O.NC(N)=O",
  "homo_lumo_gap_ev": 7.199,
  "elements": ["C", "P", "C", "P", "O", "C", "C", "C", "O", "C", "C", "C", "C", "N", "C", "H", "H", "H", "H", "H", "H", "H", "H", "H", "H", "H", "H", "H", "H", "H", "H", "H", "N", "C", "N", "O", "H", "H", "H", "H", "N", "C", "N", "O", "H", "H", "H", "H", "N", "C", "N", "O", "H", "H", "H", "H", "N", "C", "N", "O", "H", "H", "H", "H", "N", "C", "N", "O", "H", "H", "H", "H", "N", "C", "N", "O", "H", "H", "H", "H", "N", "C", "N", "O", "H", "H", "H", "H", "N", "C", "N", "O", "H", "H", "H", "H", "N", "C", "N", "O", "H", "H", "H", "H", "N", "C", "N", "O", "H", "H", "H", "H"],
  "coordinates": [[4.6046, 0.1752, 1.5297], [4.4347, 1.8263, 0.7041], [6.1387, 2.2933, 0.1096], [3.1071, 1.8165, -1.0901], [2.1434, 1.9851, -2.5409], [3.6098, 0.1398, -1.7323], [2.5203, -0.8646, -1.2785], [2.2840, -2.0223, -2.2581], [1.3533, -0.8568, -2.0356], [1.5924, 2.1484, -0.0848], [1.3305, 1.4133, 1.0669], [0.1810, 1.7174, 1.7947], [-0.6343, 2.6999, 1.3074], [-0.4403, 3.4236, 0.2048], [0.6770, 3.1344, -0.4436], [5.6371, 0.1142, 1.9046], [4.4657, -0.7092, 0.8910], [3.9667, 0.0679, 2.4136], [6.5913, 2.8910, 0.8997], [6.1097, 2.8329, -0.8404], [6.7178, 1.3693, -0.0331], [3.8553, 2.9459, -1.5443], [2.2388, 2.8736, -2.9001], [3.5065, 0.1173, -2.8175], [4.5607, -0.2387, -1.3537], [2.4540, -1.1041, -0.2146], [2.4316, -1.8518, -3.3214], [1.6338, -2.8453, -1.9708], [1.9799, 0.6355, 1.4572], [0.0048, 1.1584, 2.7062], [-1.5294, 2.9233, 1.8911], [0.8942, 3.7213, -1.3343], [1.4324, 2.5223, 5.6106], [2.3912, 1.6519, 5.1771], [3.1172, 1.0508, 6.1696], [2.5835, 1.4294, 3.9955], [1.2595, 2.7175, 6.5777], [0.8799, 2.9832, 4.9103], [3.8309, 0.4048, 5.8894], [2.9691, 1.2246, 7.1449], [-0.8748, -4.0987, -2.9881], [-0.5484, -5.3940, -2.7207], [-1.3088, -6.3211, -3.3623], [0.3573, -5.6955, -1.9526], [-1.6121, -3.8282, -3.6146], [-0.3374, -3.3907, -2.5251], [-1.0998, -7.2926, -3.1846], [-2.0555, -6.0843, -3.9890], [-2.1394, -1.3820, -5.3638], [-2.4250, -2.5180, -6.0686], [-3.4228, -2.3883, -6.9909], [-1.8311, -3.5696, -5.8883], [-2.6170, -0.5121, -5.5018], [-1.4074, -1.4342, -4.6789], [-3.6597, -3.2012, -7.5287], [-3.9186, -1.5327, -7.1519], [-1.0532, -1.5461, 0.4919], [-1.0751, -2.7127, 1.2010], [0.0528, -3.4746, 1.0822], [-2.0285, -3.0536, 1.8846], [-0.2732, -1.2596, -0.0744], [-1.8638, -0.9569, 0.5478], [0.0773, -4.3424, 1.5834], [0.8411, -3.2119, 0.5217], [6.0094, 6.5263, 2.5130], [6.9474, 5.6116, 2.1282], [7.6611, 5.0517, 3.1542], [7.1346, 5.3144, 0.9625], [5.8428, 6.7790, 3.4677], [5.4635, 6.9563, 1.7896], [8.3598, 4.3749, 2.9115], [7.5178, 5.2844, 4.1179], [-0.9252, -11.4244, -1.1955], [-0.9234, -10.0769, -1.4199], [-0.8586, -9.3045, -0.3000], [-0.9741, -9.6013, -2.5444], [-0.8842, -11.8312, -0.2813], [-0.9716, -12.0237, -1.9979], [-0.8539, -8.3080, -0.4288], [-0.8157, -9.6783, 0.6282], [-5.0872, 0.5616, 2.4378], [-3.8908, 1.1562, 2.1508], [-3.5791, 1.2117, 0.8192], [-3.1572, 1.6032, 3.0148], [-5.7003, 0.1880, 1.7391], [-5.3493, 0.5007, 3.4039], [-2.7054, 1.6416, 0.5682], [-4.1727, 0.8495, 0.0976], [-4.1581, -6.5745, 1.1851], [-4.3313, -7.4727, 0.1662], [-3.6412, -7.1785, -0.9757], [-5.0437, -8.4562, 0.2710], [-3.5755, -5.7594, 1.1151], [-4.6472, -6.7537, 2.0415], [-3.7371, -7.8100, -1.7495], [-3.0507, -6.3729, -1.0715], [-1.5057, 8.4163, -0.0536], [-1.0479, 7.1405, 0.1059], [-1.7595, 6.2050, -0.5993], [-0.0911, 6.8602, 0.8092], [-2.2964, 8.6419, -0.6325], [-1.0217, 9.1483, 0.4306], [-1.4694, 5.2391, -0.5233], [-2.5431, 6.4475, -1.1810], [-4.7838, 6.2855, 0.5798], [-5.0501, 7.4627, -0.0496], [-6.1717, 8.1078, 0.3838], [-4.3398, 7.9191, -0.9376], [-5.3593, 5.9085, 1.3081], [-3.9591, 5.7841, 0.2973], [-6.3997, 8.9800, -0.0558], [-6.7656, 7.7544, 1.1090]]
}

# 3
{
  "formula": "C5H8NO",
  "method": "the ωB97M-V functional and the def2-TZVPD basis",
  "e_homo_ev": -14.8349,
  "lumo_ev": -3.30,
  "max_force_ev_per_a": 4.50,
  "smiles": "C=C1[N@@H+]2[C@@H](O)[C@]12C",
  "relative_energy_kcal_mol": 79.9,
  "homo_lumo_gap_ev": 11.540,
  "charge": 1,
  "elements": ["C", "C", "N", "C", "O", "C", "C", "H", "H", "H", "H", "H", "H", "H", "H"],
  "coordinates": [[1.5122, -1.2616, -1.5264], [0.5822, -0.8421, -0.6942], [-0.3701, -1.0201, 0.4324], [-1.4983, -0.3016, -0.0336], [-2.2533, 0.1536, 0.9955], [-0.0571, 0.2912, -0.0961], [0.4359, 1.5380, 0.6063], [1.8099, -2.3155, -1.4285], [2.0556, -0.5636, -2.2379], [-0.1372, -1.0835, 1.4300], [-2.0153, -0.7776, -0.8519], [-3.0282, 0.5010, 0.5532], [0.4636, 1.5456, 1.7441], [-0.0604, 2.3894, 0.1575], [1.5118, 1.5297, 0.4983]]
}

> Which formula does entry 2 have?

C20H57N21O12P2